54
Properties=species:S:1:pos:R:3:forces:R:3 method="wB97M-V/def2-TZVPD" total_charge=-2 orbital_gap_ev="1.617 / 6.762" s2=6.02 max_force_ev_per_a=4.7 lumo_ev="3.7 / 3.7" total_energy_ev=-57656.4186 spin_multiplicity=5
C 2.07006 1.77477 2.77421 0.0 -0.2 -0.3
C -2.18519 -1.25280 -3.49558 0.2 -0.1 0.1
C -0.28269 2.45492 2.29410 -0.3 -0.1 0.2
H 4.26288 0.67161 -0.38694 -0.2 0.0 -0.1
N 2.57690 0.88371 0.82761 -0.1 0.9 0.6
H 4.04189 0.84583 2.41364 0.1 0.1 0.0
H 3.49736 -0.86384 0.13173 -0.2 0.2 0.0
C -1.07231 -3.29049 4.56316 1.3 -0.3 -0.3
H 0.53995 -1.83357 -3.98591 0.0 0.2 0.2
H 0.86398 -3.29395 3.55155 -0.2 0.0 0.2
C -2.41604 -2.87666 4.49083 -1.1 0.2 0.1
H -4.14110 -0.24740 -3.33323 0.1 0.0 -0.1
H -0.08307 3.35957 2.87782 0.0 -0.1 -0.1
C -3.10410 1.67580 -1.62874 -0.3 0.1 0.1
O -3.07881 -1.48967 0.02900 -0.6 0.6 -0.6
H 2.00439 2.08706 3.79935 0.1 0.1 0.0
H -0.88536 2.71891 1.41836 0.3 -0.2 0.1
C 0.22351 -1.72059 -2.94300 0.3 -0.4 0.0
H 5.07917 3.07612 -4.18100 -0.3 -0.3 0.0
S -2.27849 -0.79672 1.01546 3.9 -2.2 1.6
C -0.63164 -2.23088 2.46316 3.0 0.1 -1.5
O 1.34617 -1.91874 1.05702 0.7 0.2 -0.2
H -3.61169 2.26656 -2.39806 0.1 0.0 0.1
H 4.31481 2.46642 -5.68891 0.1 -0.2 0.4
C 0.16879 -1.67912 1.35032 -2.0 -0.7 1.6
C -0.18047 -2.98526 3.55077 -0.3 -0.3 0.5
C 3.31147 0.16552 -0.19422 0.2 -0.3 -0.2
O 0.33527 3.41625 -1.98985 -0.4 0.0 0.4
I 2.68654 1.88074 -3.65359 0.4 0.0 0.1
H -3.84553 1.31309 -0.90546 0.3 0.0 -0.1
N -2.43935 0.55527 -2.26709 0.5 -0.4 -0.8
H -0.74498 -3.87213 5.41602 0.1 0.0 0.1
C 0.53253 2.28876 -1.69252 0.8 1.3 -1.6
H 1.02333 -1.22796 -2.37451 -0.3 -0.1 -0.2
N 0.98611 1.86599 1.91042 0.9 0.2 -0.2
H 0.06025 -2.71877 -2.51545 0.0 0.3 0.0
C 1.31023 1.34581 0.69946 0.8 -0.7 1.9
H -3.87742 -1.82567 3.26994 -0.2 0.0 0.2
Rh 0.12847 0.74573 -0.74286 -1.1 0.0 1.3
C -3.08433 -0.32023 -3.13128 -0.1 0.1 0.4
H -2.39108 2.31431 -1.09760 0.0 -0.3 -0.2
N -0.98940 -0.93674 -2.86317 -0.8 0.7 -0.3
C -2.85298 -2.14986 3.39166 0.2 0.0 -0.3
H -3.11034 -3.15948 5.27373 0.0 0.0 0.0
C -1.13673 0.19348 -2.12320 -1.7 -1.4 -0.5
H -2.30458 -2.14606 -4.08592 0.0 0.1 0.0
H 2.73396 0.13440 -1.12898 0.2 0.2 0.4
C 3.07112 1.17483 2.09089 -0.4 -0.3 -0.1
C 4.55400 2.22684 -4.63944 0.6 -0.2 -0.8
C -1.95071 -1.83651 2.38636 -3.0 0.8 0.6
O -2.68909 0.53143 1.42249 -0.7 0.6 -0.5
H 5.15112 1.29733 -4.57538 -0.3 0.6 0.0
H -0.86265 1.75002 2.90440 0.1 0.1 -0.3
N -0.64416 -0.80800 0.64846 -0.6 1.2 -2.0

---

47
Properties=species:S:1:pos:R:3:forces:R:3 method="wB97M-V/def2-TZVPD" total_charge=+3 orbital_gap_ev=5.044 max_force_ev_per_a=4.7 lumo_ev=-12.6 total_energy_ev=-40521.4623 spin_multiplicity=1
C -2.01753 1.24962 1.41110 -2.0 1.6 -0.7
C -3.27016 1.69076 2.03452 0.9 -0.2 -2.0
N -1.88406 -0.22413 -2.66525 2.8 -0.5 2.4
N 2.98404 -0.65301 -2.81533 -3.3 0.4 0.6
N 0.64640 -1.16913 -3.83362 1.3 1.5 2.4
H -5.32678 2.55678 1.78677 1.1 -0.3 -0.8
H 4.69376 -0.90506 3.91129 0.4 -0.9 -4.5
H -1.19462 0.82385 2.04582 -1.0 0.4 -0.8
C 3.46174 1.06411 1.42194 0.6 0.1 -0.5
H 2.52890 0.62743 1.88113 1.0 0.3 -0.5
H -1.72847 -0.56921 -3.62201 0.1 0.0 0.3
C -1.85865 1.37906 -0.08938 0.0 0.1 0.7
S 2.25370 -1.42380 -4.11923 -0.6 0.7 1.1
C -4.23952 2.43140 -0.22743 2.2 -1.3 1.2
H 3.39594 -1.29478 2.69929 1.1 0.3 0.4
H -4.17272 -3.38357 -0.91128 1.0 0.1 0.7
H -1.28517 -2.17309 -0.56801 -0.6 0.3 -0.8
H -3.59783 -1.47134 -2.62361 0.9 0.6 0.8
C 4.77199 0.34186 1.98998 0.0 0.1 0.7
C 0.57601 -0.42658 -2.67117 1.7 0.4 -0.2
In 4.49666 -0.52045 5.50065 -0.4 1.0 4.6
H 3.90202 1.78769 -0.69536 -0.2 -1.0 0.4
H -3.37764 1.59460 3.14352 0.0 0.0 -1.2
H 5.08936 -1.85295 2.41494 -0.5 0.8 0.7
C 1.95523 -0.14131 -2.07808 -2.1 0.0 -0.6
H 4.00170 -0.06338 -0.38941 -0.4 1.3 -0.2
H -2.85325 -3.84633 0.34649 -0.5 0.6 -1.0
C -0.70582 0.07444 -2.02839 0.8 0.0 -2.0
C 3.44918 0.90021 -0.16998 -1.7 -0.9 0.4
C -4.39188 2.26167 1.23728 2.0 -0.6 -1.0
C -2.98522 1.99453 -0.86202 -1.4 -0.1 1.1
C 2.00120 0.66033 -0.76863 -0.4 0.7 0.8
C 4.48297 -0.99161 2.80997 -0.6 -0.4 -1.9
H 0.81579 1.79467 0.81987 0.0 -0.7 -1.1
C 0.77686 1.18107 -0.11494 -0.1 -2.3 -2.7
H -2.92248 2.14222 -1.97631 0.2 -0.2 1.4
H 5.32593 1.05936 2.66146 -0.5 -0.6 -0.8
H -1.84310 -3.16540 -1.98636 -0.1 1.0 0.4
H 5.48217 0.06232 1.16126 -0.8 0.5 0.8
H -5.05775 2.85754 -0.85750 0.9 -0.4 0.7
H 3.48028 2.15783 1.67811 0.0 -1.1 -0.2
H -3.40553 -0.56990 -1.08652 0.9 -0.2 -0.9
C -2.15791 -2.38019 -1.24886 -0.7 -1.0 0.7
C -2.82389 -1.10204 -1.88314 -2.1 -1.3 0.2
C -0.57637 0.89398 -0.72549 -0.3 0.5 1.3
H -3.61417 -2.21220 0.37817 0.1 -1.1 -0.6
C -3.28135 -3.04788 -0.31621 0.3 1.4 0.1

---

51
Properties=species:S:1:pos:R:3:forces:R:3 method="wB97M-V/def2-TZVPD" e_above_lowest_ev=2.7427 total_charge=+1 orbital_gap_ev=5.968 max_force_ev_per_a=3.9 lumo_ev=-4.7 total_energy_ev=-45415.3416 spin_multiplicity=1
H 2.37363 1.45893 1.93139 0.0 0.1 0.0
C -1.96120 2.57038 -0.12165 -0.2 0.4 -0.6
C -0.93845 -3.39992 -0.39330 -0.7 0.0 0.0
H 1.92892 -3.07311 -0.19688 0.0 0.0 -0.1
C -4.20188 -1.56035 0.05247 0.6 0.3 -0.1
H 3.83229 -0.54925 -2.35742 -0.3 -0.1 0.0
H -5.17331 -4.71725 0.73639 0.0 -0.1 0.0
C 2.26308 3.53008 -1.01680 -0.5 -0.6 0.2
H -2.95068 3.02419 -0.09215 0.1 -0.1 0.0
C 1.89966 -2.18101 -2.16862 -0.4 -0.9 0.0
H 1.46972 4.12861 -0.59936 -0.1 0.1 0.0
O 0.83628 1.69331 -0.94768 -3.2 -1.7 0.9
C 2.93591 -0.07772 -1.93584 0.2 0.7 -0.1
C -4.51136 -3.90388 0.48129 0.2 -0.2 0.0
H -1.90063 1.85910 -0.95095 -0.1 0.1 0.2
C 1.29084 -3.07976 -1.08808 0.9 0.2 -0.2
N 1.89324 -0.80288 -1.73902 -1.3 0.5 1.5
H 2.90640 -2.53009 -2.43211 -0.1 0.1 0.1
C 1.67209 1.88154 2.65259 0.7 -0.1 0.3
Ir 0.00075 -0.30790 -0.55874 1.0 -1.0 -0.3
H 1.26541 -2.23998 -3.06055 0.1 -0.1 0.0
C 4.48252 3.29039 -1.90235 0.1 -0.3 -0.1
H 3.62745 5.14145 -1.22549 0.0 0.1 0.0
H -2.79293 1.04316 3.58481 0.1 -0.1 -0.1
O -1.05787 0.23999 2.77447 0.9 -0.4 -1.5
H -4.57517 -0.55253 -0.02632 -0.1 0.1 0.0
P -0.53568 1.00067 1.46871 -1.0 0.5 0.2
C -1.73910 0.92381 3.83691 -0.2 0.3 0.4
C 4.28550 1.93922 -2.05587 0.3 0.4 0.0
O -1.79027 1.91583 1.12974 0.5 -0.8 0.2
C -3.17617 -4.13431 0.24205 -0.5 -0.1 0.1
H 5.07437 1.33656 -2.48174 0.1 -0.1 0.0
H 2.05322 2.83027 3.02728 0.0 -0.1 0.0
C 1.99931 2.14089 -1.20103 2.3 0.0 -0.5
H 5.41454 3.74158 -2.20068 0.1 0.0 0.0
C -2.81052 -1.74827 -0.19034 -0.6 -2.3 0.8
C 3.46332 4.08350 -1.36018 0.1 -0.3 -0.1
N -0.01427 -2.57415 -0.73529 -0.3 2.2 0.7
H -0.68767 -4.46605 -0.35705 0.1 0.2 -0.2
H -1.63675 0.29783 4.72342 0.0 0.1 -0.2
H -1.29920 1.90526 4.02202 0.0 -0.1 0.0
C -2.29560 -3.08972 -0.08642 -0.2 0.9 -0.1
H 1.23336 -4.10835 -1.46301 -0.1 0.1 0.1
H 1.55218 1.18344 3.48229 0.0 0.0 0.0
C 3.07617 1.32231 -1.69798 -0.8 0.4 0.2
H -6.07391 -2.41953 0.55381 0.0 0.0 0.0
H -1.20824 3.34516 -0.25828 0.0 0.0 0.1
H -2.79247 -5.14489 0.29463 0.1 0.0 0.0
O 0.42899 2.17387 2.04535 -0.9 -1.2 -1.1
O -2.11253 -0.73813 -0.51618 2.4 3.0 -0.6
C -5.02329 -2.60234 0.37776 0.3 -0.2 -0.1